Entry from the Open Molecules 2025 dataset: a cluster of 2 separate species, C4H9N2 in total at a distorted geometry (ωB97M-V/def2-TZVPD).

Atoms and positions in Å:
C -1.77162 0.60278 1.75184
H -1.50308 0.29734 2.77389
H -1.93671 -0.29172 1.13328
H -0.95483 1.20067 1.32127
H -2.69185 1.20480 1.77890
C -3.69296 0.96292 -1.33048
C -3.71337 1.49676 -2.59163
C -1.78325 2.06056 -1.64049
N -2.49198 1.32936 -0.77487
N -2.52390 2.16464 -2.74811
H -4.42836 0.36129 -0.79633
H -4.47015 1.45273 -3.37486
H -0.79442 2.48839 -1.47535
H -2.16796 1.08197 0.17755
H -2.22909 2.67981 -3.59722

Results
HOMO energy in eV: -14.618
Kohn-Sham gap in hartree: 0.421
ΔE to the lowest compared entry with this formula, charge and spin in kcal per mole: 13.4
Max |F| in eV/Å: 1.2
Charge: +1